The following is a DFT calculation (ωB97M-V with the def2-TZVPD basis set) of 2 unconnected molecules or ions with the total composition C18H24N4O6.

XYZ file:
```
52
Properties=species:S:1:pos:R:3
O -4.906 4.003 -0.549
O 1.803 -0.376 4.300
O 4.095 0.373 -0.274
O -3.382 -3.292 -3.707
O -2.535 -4.531 -2.129
O -4.109 3.709 1.547
C -4.364 3.298 0.285
C 2.162 -0.011 3.193
C 3.578 -0.511 0.399
C -4.170 1.296 -1.273
C -3.957 1.939 -0.076
C -2.490 -1.355 0.526
C -2.451 -2.440 -0.361
C -3.575 -1.116 -2.053
C -3.617 -0.045 -1.157
C -3.081 -0.163 0.117
C -2.993 -2.347 -1.667
N -3.289 1.047 0.762
N 4.306 -1.466 0.990
N 1.751 -0.698 2.123
N -2.967 -3.453 -2.553
C 3.056 1.208 3.068
C 5.757 -1.580 0.866
C 0.420 -0.464 -2.034
C 0.405 1.993 -1.841
C 1.162 0.730 -1.428
C 1.245 0.660 0.112
C 2.063 -0.518 0.694
H -4.447 4.617 1.576
H -4.675 1.717 -2.139
H -2.077 -1.448 1.525
H -1.997 -3.366 -0.019
H -4.006 -0.985 -3.042
H -3.024 1.252 1.726
H 3.822 -2.123 1.582
H 1.135 -1.460 2.358
H 4.000 0.941 2.601
H 2.554 1.979 2.490
H 3.257 1.595 4.066
H 6.129 -2.390 1.495
H 6.226 -0.642 1.171
H 6.021 -1.777 -0.174
H -0.577 -0.541 -1.606
H 0.969 -1.386 -1.855
H 0.332 -0.331 -3.112
H 0.916 2.873 -1.450
H 0.377 2.065 -2.929
H -0.616 1.964 -1.457
H 2.159 0.775 -1.861
H 0.228 0.605 0.501
H 1.685 1.592 0.463
H 1.694 -1.419 0.208
```

Computed properties:
Total energy, a.u.: -1370.74635
Orbital gap, eV: 8.30
HOMO, eV: -9.13
SMILES: O=C(O)c1cc2cc([N+](=O)[O-])ccc2[nH]1.CNC(=O)[C@H](CC(C)C)NC(C)=O

Atom charges from the Mulliken analysis, given in e for atoms 1 to 2: -0.5549 -0.6776

=====

The following is a DFT calculation (ωB97M-V with the def2-TZVPD basis set) of 6 unconnected molecules or ions with the total composition C18H24O18.

XYZ file:
```
60
Properties=species:S:1:pos:R:3
C -0.382 -1.773 4.407
C 0.237 -0.763 3.369
O -0.778 -0.786 2.305
C -1.741 -1.722 2.547
O -2.618 -1.910 1.787
O -1.536 -2.340 3.673
H -0.798 -1.391 5.315
H 0.305 -2.617 4.617
H 1.122 -1.215 2.945
H 0.442 0.268 3.651
C 3.110 -3.253 0.317
C 1.679 -3.628 0.653
O 1.441 -3.288 2.018
C 2.662 -3.324 2.649
O 2.823 -3.219 3.805
O 3.662 -3.352 1.687
H 3.357 -2.223 -0.011
H 3.804 -3.878 -0.250
H 1.542 -4.757 0.547
H 1.057 -3.017 0.013
C 1.109 5.187 -1.235
C 1.429 5.583 0.236
O 2.809 5.119 0.267
C 3.168 4.381 -0.796
O 4.212 3.832 -0.932
O 2.055 4.219 -1.563
H 1.268 6.088 -1.855
H 0.158 4.753 -1.359
H 0.900 5.162 1.096
H 1.475 6.625 0.350
C 1.144 1.226 -0.785
C 2.195 1.247 -1.938
O 2.345 -0.172 -2.237
C 1.346 -0.884 -1.628
O 1.236 -2.058 -1.807
O 0.647 -0.132 -0.824
H 0.334 1.891 -0.950
H 1.561 1.440 0.264
H 3.155 1.667 -1.622
H 1.861 1.843 -2.863
C -2.698 -3.205 -2.463
C -1.707 -2.947 -3.623
O -2.397 -1.817 -4.158
C -3.278 -1.235 -3.261
O -3.756 -0.116 -3.328
O -3.375 -2.022 -2.216
H -2.300 -3.599 -1.559
H -3.414 -3.984 -2.792
H -1.659 -3.744 -4.320
H -0.720 -2.619 -3.347
C -3.575 1.510 1.154
C -3.042 0.873 -0.095
O -2.089 1.890 -0.540
C -1.766 2.671 0.484
O -0.892 3.504 0.480
O -2.582 2.365 1.573
H -3.780 0.830 1.992
H -4.457 2.168 1.014
H -3.771 0.711 -0.971
H -2.538 -0.063 0.118
```

Computed properties:
Total energy, a.u.: -2054.64401
Orbital gap, eV: 11.50
HOMO, eV: -11.04
SMILES: O=C1OCCO1.O=C1OCCO1.O=C1OCCO1.O=C1OCCO1.O=C1OCCO1.O=C1OCCO1

Atom charges from the Mulliken analysis, given in e for atoms 1 to 2: -0.3358 0.0272

=====

The following is a DFT calculation (ωB97M-V with the def2-TZVPD basis set) of a single C18H24O5 molecule.

XYZ file:
```
47
Properties=species:S:1:pos:R:3
O -1.777 2.680 1.383
O -3.001 -0.477 -1.015
O -0.753 -1.359 3.913
O -1.627 1.389 -1.544
O -0.341 1.408 2.722
C -1.097 2.550 2.409
C -1.901 0.018 -1.280
C -0.569 -1.150 2.714
C -0.410 -2.397 1.891
C 1.528 -0.961 -2.161
C -0.009 -2.377 0.567
C 1.565 -1.344 -0.844
C -1.265 3.567 3.522
C -2.742 3.594 -1.710
C 2.833 -3.385 -0.638
C 4.126 -1.297 -0.621
C -2.893 2.071 -1.750
C 2.806 -1.969 -0.245
C 0.160 -0.476 -2.552
C 0.277 0.167 0.785
C 0.250 -1.104 -0.124
C -0.700 -0.957 -1.390
C -0.630 0.197 1.967
H -0.590 -3.398 2.340
H 2.369 -0.865 -2.781
H 0.057 -3.387 -0.002
H -0.912 3.145 4.395
H -0.800 4.568 3.295
H -2.194 3.968 3.548
H -2.101 4.010 -0.905
H -3.694 4.072 -1.562
H -2.222 3.714 -2.600
H 2.099 -4.021 -0.056
H 2.520 -3.668 -1.679
H 3.784 -3.881 -0.491
H 4.327 -1.383 -1.694
H 4.075 -0.219 -0.343
H 4.879 -1.700 -0.030
H -3.683 1.805 -1.098
H -3.318 1.848 -2.733
H 2.732 -2.011 0.869
H -0.128 -0.898 -3.469
H 0.193 0.607 -2.599
H 0.307 1.055 0.257
H 1.269 0.017 1.329
H -1.111 -1.971 -1.653
H -1.687 0.205 1.664
```

Computed properties:
Total energy, a.u.: -1076.39122
Orbital gap, eV: 9.30
HOMO, eV: -9.04
SMILES: CCOC(=O)[C@H]1CC=C(C(C)C)[C@]12C=CC(=O)[C@@H](OC(C)=O)C2

Atom charges from the Mulliken analysis, given in e for atoms 1 to 2: -0.5303 -0.6459

=====

The following is a DFT calculation (ωB97M-V with the def2-TZVPD basis set) of a molecular structure, C18H25BN8O4PPdTe.

XYZ file:
```
59
Properties=species:S:1:pos:R:3
Pd -0.333 -0.036 -0.686
C 0.132 4.141 0.607
C -0.176 2.823 0.959
N -0.362 2.082 -0.126
N -0.177 2.890 -1.194
C 0.129 4.131 -0.769
B -0.119 2.358 -2.686
N -1.385 1.504 -3.012
C -2.049 1.444 -4.181
C -3.133 0.612 -4.018
C -3.046 0.190 -2.687
N -1.998 0.728 -2.081
N 1.169 1.468 -2.818
C 2.258 1.478 -3.611
C 3.129 0.507 -3.167
C 2.493 -0.075 -2.068
N 1.324 0.514 -1.861
N -0.130 3.560 -3.606
C -1.131 4.473 -3.649
C -0.864 5.347 -4.671
C 0.347 4.871 -5.217
N 0.782 3.798 -4.581
H 0.326 4.974 1.258
H -0.275 2.384 1.938
H 0.327 4.921 -1.473
H -1.718 2.008 -5.038
H -3.877 0.352 -4.751
H -3.683 -0.486 -2.141
H 2.327 2.188 -4.414
H 4.090 0.256 -3.579
H 2.805 -0.880 -1.425
H -1.957 4.425 -2.959
H -1.448 6.196 -4.979
H 0.916 5.267 -6.044
C -0.105 -0.477 1.941
C 0.890 -0.339 0.797
O 2.064 -0.298 0.817
H 0.407 -0.108 2.832
H -0.322 -1.537 2.031
H -1.033 0.078 1.799
C -4.146 -3.641 -0.914
C -3.449 -3.525 0.420
O -2.219 -2.779 0.318
P -0.821 -3.354 -0.205
O 0.265 -3.097 0.775
Te -0.414 -2.370 -2.338
O -1.176 -4.904 -0.336
C -0.125 -5.899 -0.255
C 0.324 -6.326 -1.632
H -5.111 -4.133 -0.783
H -3.549 -4.227 -1.614
H -4.313 -2.656 -1.349
H -3.239 -4.506 0.842
H -4.052 -2.963 1.133
H -0.565 -6.731 0.293
H 0.699 -5.496 0.333
H -0.516 -6.716 -2.209
H 1.079 -7.109 -1.542
H 0.758 -5.489 -2.178
```

Computed properties:
Total energy, a.u.: -2202.17597
Orbital gap (alpha / beta), eV: 7.33 / 6.30
Spin multiplicity: 2
HOMO (alpha / beta), eV: -7.61 / -7.54

Atom charges from the Mulliken analysis, given in e for atoms 1 to 2: 0.0652 -1.3197

=====

The following is a DFT calculation (ωB97M-V with the def2-TZVPD basis set) of a molecular structure, C18H25N5O2S2SbSe4Ti.

XYZ file:
```
58
Properties=species:S:1:pos:R:3
Ti -0.163 -0.761 -0.126
N -4.908 1.707 -1.225
C -3.457 1.688 -0.926
C -3.183 2.409 0.378
C -1.739 2.145 0.775
N -1.553 0.696 1.043
C -0.803 2.666 -0.317
C -1.123 2.113 -1.705
N -0.654 0.716 -1.798
C -2.610 2.242 -2.052
H -5.283 2.635 -1.393
H -5.368 1.226 -0.408
H -5.087 1.018 -2.037
H -3.234 0.626 -0.811
H -3.855 2.035 1.151
H -3.347 3.486 0.257
H -1.524 2.697 1.693
H -2.449 0.213 1.187
H -1.039 0.587 1.910
H 0.235 2.432 -0.069
H -0.890 3.757 -0.341
H -0.569 2.708 -2.439
H 0.333 0.722 -2.100
H -1.202 0.172 -2.460
H -2.826 1.709 -2.982
H -2.843 3.302 -2.208
O -0.327 -1.668 1.753
N 0.648 -1.709 2.647
C 0.582 -2.685 3.576
C 1.532 -2.782 4.554
C 2.578 -1.856 4.566
C 2.629 -0.878 3.605
C 1.644 -0.791 2.610
S 1.644 0.350 1.337
H -0.263 -3.344 3.452
H 1.461 -3.574 5.284
H 3.350 -1.914 5.322
H 3.433 -0.158 3.571
O 2.312 -2.965 0.246
S 1.155 -2.793 -0.685
N 1.162 -1.305 -1.501
Se -5.128 -0.521 1.074
Sb -4.574 -1.978 -0.848
Se -4.938 -0.852 -3.022
Se -5.381 -4.217 -0.712
Se -1.994 -2.189 -0.865
C 1.974 -0.279 -1.551
C 3.438 -0.493 -1.530
C 4.045 -1.706 -1.860
C 5.426 -1.811 -1.911
C 6.221 -0.714 -1.609
C 5.630 0.500 -1.278
C 4.250 0.609 -1.260
H 3.434 -2.571 -2.081
H 5.884 -2.757 -2.171
H 7.300 -0.803 -1.637
H 6.247 1.359 -1.047
H 3.768 1.550 -1.026
```

Computed properties:
Total energy, a.u.: -12617.13622
Orbital gap, eV: 6.21
HOMO, eV: -4.36
Charge: -1

Atom charges from the Mulliken analysis, given in e for atoms 1 to 2: 0.2323 0.1745

=====

The following is a DFT calculation (ωB97M-V with the def2-TZVPD basis set) of a single C18H25N5O3 molecule.

XYZ file:
```
51
Properties=species:S:1:pos:R:3
C -7.369 -1.027 0.640
C -7.631 0.425 0.326
C -6.797 1.187 -0.800
C -5.432 1.266 -0.433
O -4.780 -0.109 -0.702
C -3.537 -0.079 -0.214
C -2.977 -1.376 -0.254
C -1.571 -1.408 -0.281
C -0.823 -0.327 0.172
C -1.319 0.852 0.411
C -2.761 1.281 0.177
H -3.236 2.160 0.182
H -0.726 1.544 0.634
C 0.657 -0.443 0.582
N 1.287 -1.699 0.325
N 2.442 -1.375 0.929
N 2.660 -0.234 1.152
N 1.427 0.404 1.030
C 3.741 -2.122 0.712
H 3.265 -3.177 1.186
H 4.306 -1.857 1.418
C 4.120 -2.167 -0.483
C 4.193 -0.759 -1.223
O 3.278 -0.560 -1.927
N 5.128 0.199 -1.149
C 6.248 -0.084 0.083
H 6.235 -1.305 0.477
C 5.929 1.051 1.201
O 5.759 2.169 0.850
C 4.838 2.297 -0.144
H 4.830 3.486 -0.593
C 5.003 1.367 -1.525
H 4.234 1.483 -2.082
H 5.947 1.525 -1.929
H 3.803 2.039 0.254
H 6.743 1.069 2.002
H 4.964 0.643 1.545
H 7.123 0.170 -0.107
H 3.596 -2.849 -1.257
H 5.130 -2.547 -0.521
H -1.008 -2.473 -0.119
H -3.646 -1.995 -0.512
H -5.138 2.003 -1.047
H -5.453 1.521 0.654
H -7.487 2.137 -1.069
H -6.845 0.425 -1.691
H -8.757 0.391 0.095
H -7.521 0.846 1.298
H -6.353 -1.032 0.749
H -8.177 -1.390 1.385
H -7.540 -1.550 -0.406
```

Computed properties:
Total energy, a.u.: -1199.76928
Orbital gap, eV: 8.74
HOMO, eV: -8.09
SMILES: CCCCOc1ccc(-c2nnn(CCC(=O)N3CCOCC3)n2)cc1

Atom charges from the Mulliken analysis, given in e for atoms 1 to 2: -0.8891 -0.6340

=====

The following is a DFT calculation (ωB97M-V with the def2-TZVPD basis set) of a molecular structure, C18H25N8OPt.

XYZ file:
```
53
Properties=species:S:1:pos:R:3
Pt 0.678 0.002 -0.459
N -1.017 2.526 3.432
C -0.001 2.776 2.933
N 1.182 3.077 2.386
C 1.389 2.397 1.316
N 1.592 1.782 0.339
C -0.636 -2.551 -3.206
C -0.141 -1.131 -2.922
C -0.685 -0.183 -4.010
C -0.579 -0.694 -1.578
C 1.366 -1.017 -2.741
C 2.237 -2.115 -2.794
C 3.575 -1.957 -2.510
C 4.096 -0.709 -2.134
C 3.263 0.373 -2.077
C 1.888 0.238 -2.394
H -1.726 -2.548 -3.231
H -0.319 -3.263 -2.444
H -0.271 -2.888 -4.176
H -1.774 -0.240 -4.035
H -0.300 -0.490 -4.983
H -0.405 0.855 -3.835
H -1.624 -0.734 -1.266
H 1.862 -3.091 -3.067
H 4.230 -2.818 -2.570
H 5.145 -0.602 -1.896
H 3.641 1.351 -1.808
H 1.318 1.150 -2.545
C 0.590 -0.188 3.300
N -0.847 -0.337 3.114
C -1.596 -0.541 4.359
C -1.474 -0.095 1.981
C -2.973 -0.129 1.951
O -0.927 0.204 0.879
H 0.775 0.689 3.918
H 1.107 -0.083 2.358
H 0.972 -1.072 3.812
H -0.893 -0.853 5.126
H -2.349 -1.317 4.246
H -2.058 0.393 4.679
H -3.424 0.199 2.881
H -3.296 -1.152 1.738
H -3.311 0.517 1.146
N 3.683 -3.377 2.968
C 4.598 -3.141 2.012
N 5.777 -3.768 2.088
N 4.399 -2.332 0.998
C 3.293 -1.672 0.838
N 2.350 -1.016 0.683
H 3.867 -3.996 3.737
H 2.796 -2.905 2.937
H 6.028 -4.352 2.864
H 6.470 -3.556 1.392
```

Computed properties:
Total energy, a.u.: -1333.22241
Orbital gap, eV: 7.16
HOMO, eV: -10.90
Charge: +1

Atom charges from the Mulliken analysis, given in e for atoms 1 to 2: 1.4488 -0.5457

=====

The following is a DFT calculation (ωB97M-V with the def2-TZVPD basis set) of a single C18H25NO molecule.

XYZ file:
```
45
Properties=species:S:1:pos:R:3
C 2.419 1.307 -1.484
H 2.269 2.369 -1.670
H 3.392 1.033 -1.887
H 1.656 0.766 -2.032
C 2.370 1.031 0.024
C 3.380 1.979 0.687
H 4.380 1.796 0.300
H 3.400 1.840 1.766
H 3.121 3.016 0.482
C 0.966 1.356 0.573
H 0.552 2.190 0.005
C 0.003 0.162 0.539
N -0.078 -0.437 -0.781
C -0.881 -0.122 -1.811
O -0.806 -0.711 -2.875
C -1.899 0.987 -1.569
C -2.974 0.534 -0.620
C -3.390 1.337 0.435
C -4.380 0.905 1.301
C -4.963 -0.337 1.125
C -4.556 -1.144 0.075
C -3.570 -0.711 -0.792
H -3.254 -1.337 -1.614
H -5.011 -2.113 -0.070
H -5.734 -0.675 1.802
H -4.696 1.542 2.115
H -2.940 2.310 0.578
H -1.407 1.884 -1.192
H -2.345 1.218 -2.540
C 0.882 -1.524 -0.906
H 1.499 -1.402 -1.798
C 1.676 -1.468 0.400
C 2.253 -2.826 0.779
H 2.766 -2.769 1.736
H 2.964 -3.160 0.027
H 1.463 -3.569 0.858
C 0.598 -0.972 1.367
H 1.001 -0.632 2.319
H -0.146 -1.748 1.552
C 2.796 -0.419 0.349
H 3.546 -0.734 -0.379
H 3.279 -0.424 1.329
H 0.344 -2.474 -1.004
H -0.987 0.465 0.888
H 1.042 1.678 1.614
```

Computed properties:
Total energy, a.u.: -830.93134
Orbital gap, eV: 9.66
HOMO, eV: -8.99
SMILES: CC1(C)C[C@@H]2C[C@@](C)(CN2C(=O)Cc2ccccc2)C1

Atom charges from the Mulliken analysis, given in e for atoms 1 to 2: -1.8869 0.4488

=====

The following is a DFT calculation (ωB97M-V with the def2-TZVPD basis set) of a single C18H25NO5 molecule.

XYZ file:
```
49
Properties=species:S:1:pos:R:3
O -4.718 -1.779 -4.038
O -1.196 2.026 -0.008
O -2.455 -1.513 -3.801
O 1.835 -0.287 -0.925
O 1.399 1.737 -1.951
C -3.664 -2.239 -3.933
C -0.806 0.848 -0.188
C 1.727 -0.621 4.314
C 1.240 1.665 4.471
C 0.534 -0.850 3.575
C 0.159 1.519 3.538
C 2.057 0.589 4.903
C -0.239 0.178 3.137
N -0.980 -0.109 0.784
C -3.650 -3.708 -4.239
C 3.164 0.772 5.929
C -1.301 0.100 2.138
C 1.287 -0.251 -3.248
C 2.879 0.666 -0.593
C 2.280 2.003 -0.869
C -2.666 -0.236 -3.132
C -1.602 0.726 -2.618
C 0.986 0.364 -1.902
C -0.618 0.255 -1.534
H 2.282 -1.511 4.630
H 1.485 2.606 4.833
H 0.385 -1.919 3.249
H -0.414 2.226 3.085
H -0.450 -0.954 0.540
H -4.601 -3.799 -4.715
H -2.824 -3.947 -4.969
H -3.604 -4.281 -3.256
H 2.824 0.922 6.915
H 3.710 1.616 5.517
H 3.829 -0.106 5.984
H -1.795 -0.712 2.475
H -1.876 0.977 2.085
H 2.301 -0.048 -3.456
H 1.084 -1.323 -3.281
H 0.726 0.141 -3.975
H 3.707 0.577 -1.234
H 3.240 0.680 0.456
H 1.687 2.291 -0.003
H 3.069 2.769 -1.061
H -3.366 -0.325 -2.320
H -3.030 0.419 -3.913
H -1.052 1.058 -3.570
H -2.181 1.512 -2.284
H -0.787 -0.720 -1.543
```

Computed properties:
Total energy, a.u.: -1131.73665
Orbital gap, eV: 9.70
HOMO, eV: -9.05
SMILES: CC(=O)OCC[C@H](C(=O)NCc1ccc(C)cc1)C1(C)OCCO1

Atom charges from the Mulliken analysis, given in e for atoms 1 to 2: -0.4445 -0.7054

=====

Taking the records one at a time from the top gives maximum force values of 3.27; 3.68; 4.76; 0.92; 0.79; 17.47; 0.79; 0.78; 5.65 eV Å⁻¹.
Taking the records one at a time from the top gives energy relative to the best compared isomer or geometry (same formula, charge and spin) values of 51.07; 73.87; 287.68; 84.59; 20.06; 1901.68; 106.13; 0.00; 527.56 kJ/mol.